1.
{
  "formula": "C20H53N6O5",
  "method": "ωB97M-V/def2-TZVPD",
  "homo_lumo_gap_ev": 6.321,
  "charge": 1,
  "lumo_ev": -3.415,
  "e_homo_ev": -9.7,
  "de_lowest_kcal_mol": 87.21,
  "species": ["O", "H", "H", "H", "O", "C", "N", "C", "H", "H", "H", "H", "H", "O", "C", "N", "C", "H", "H", "H", "H", "H", "O", "C", "N", "C", "H", "H", "H", "H", "H", "O", "C", "N", "C", "H", "H", "H", "H", "H", "C", "C", "N", "C", "C", "C", "C", "H", "H", "H", "H", "H", "H", "H", "H", "H", "H", "H", "H", "H", "H", "H", "C", "C", "N", "C", "C", "C", "C", "H", "H", "H", "H", "H", "H", "H", "H", "H", "H", "H", "H", "H", "H", "H"],
  "positions_angstrom": [[-0.5099, -0.8588, -0.4028], [-1.2874, -0.3892, -0.7137], [-0.0754, -1.2218, -1.1781], [-0.8393, -1.5134, 0.2173], [3.3886, -3.8242, -0.1348], [4.0690, -4.5582, -0.8311], [3.9230, -4.5993, -2.1251], [5.2112, -5.4547, -0.2938], [4.6230, -4.8870, -2.7939], [3.1220, -4.0392, -2.3799], [5.0934, -5.4378, 0.7897], [6.1905, -5.0376, -0.5284], [5.1021, -6.4305, -0.7670], [-4.4588, -1.5059, -2.5795], [-5.2640, -1.5267, -3.5021], [-4.8743, -2.0486, -4.6816], [-6.7461, -1.2020, -3.3016], [-3.8956, -2.2823, -4.7685], [-5.5162, -1.9628, -5.4567], [-6.8235, -0.1516, -3.5825], [-7.0169, -1.2562, -2.2472], [-7.4316, -1.8033, -3.8987], [-2.7419, 3.1384, -2.0919], [-3.2618, 4.0934, -2.7151], [-3.3041, 5.3136, -2.2685], [-3.8748, 3.9023, -4.1305], [-3.3956, 6.1683, -2.7988], [-2.9797, 5.4686, -1.3246], [-3.6201, 2.9324, -4.5576], [-3.3709, 4.5991, -4.8004], [-4.9352, 4.1534, -4.1544], [0.7501, -1.6017, -4.4115], [0.5729, -0.8186, -5.2712], [0.3069, -1.2158, -6.5252], [1.0225, 0.6242, -5.0436], [0.0075, -2.1692, -6.6724], [0.5041, -0.6167, -7.3141], [0.7584, 1.2039, -5.9280], [2.1048, 0.6557, -4.9182], [0.5247, 1.0845, -4.1901], [2.8100, 5.2025, 0.3480], [3.2838, 3.8004, 0.7512], [3.4578, 3.5980, 2.1841], [3.7895, 2.1249, 2.2621], [3.8373, 1.6173, 3.7160], [4.3294, 4.5864, 2.8763], [5.7621, 4.6386, 2.3337], [2.6214, 5.2257, -0.7253], [3.6640, 5.8799, 0.3456], [1.9459, 5.6854, 0.8043], [2.4992, 3.1481, 0.3678], [4.1907, 3.5647, 0.1943], [3.1544, 1.4264, 1.7172], [4.7762, 2.0415, 1.8065], [2.9337, 1.8745, 4.2687], [4.0333, 0.5459, 3.6747], [4.7447, 1.9628, 4.2116], [4.5295, 4.2292, 3.8865], [3.8782, 5.5727, 2.9844], [6.4057, 5.0272, 3.1229], [5.7743, 5.4205, 1.5744], [6.2482, 3.7274, 1.9850], [-1.4915, -2.2236, 5.6997], [-1.1610, -1.7877, 4.2845], [-1.9639, -2.4041, 3.1643], [-3.4310, -2.1124, 3.2096], [-3.7100, -0.5742, 3.3436], [-1.7439, -3.8731, 3.2117], [-1.9398, -4.5184, 1.8048], [-2.5651, -2.2399, 5.8869], [-0.9949, -1.6014, 6.4443], [-1.1820, -3.2673, 5.7540], [-1.0384, -0.7134, 4.1462], [-0.1304, -2.1346, 4.2104], [-3.8745, -2.6659, 2.3819], [-3.9275, -2.6242, 4.0340], [-3.2415, -0.0096, 2.5375], [-4.7799, -0.3736, 3.2886], [-3.2536, -0.2512, 4.2793], [-2.5261, -4.2626, 3.8632], [-0.7580, -4.1336, 3.5969], [-2.7680, -4.1067, 1.2281], [-2.2028, -5.5564, 2.0086], [-1.0370, -4.3909, 1.2075]],
  "forces_ev_per_a": [[-0.001, 0.891, 0.134], [-0.904, 0.956, -0.373], [0.751, -0.763, -0.738], [-0.030, -1.209, 1.052], [-0.455, -0.228, 0.381], [2.272, -0.241, 2.450], [-1.151, 0.282, -2.525], [-1.017, 0.850, 0.128], [-0.321, -0.095, 0.261], [0.304, 0.045, -0.869], [0.141, -0.492, -0.116], [-0.066, 0.060, -0.159], [0.186, -0.115, 0.406], [-0.076, 0.654, 0.192], [-0.008, -1.515, 1.433], [-0.775, 0.481, -0.565], [0.709, 0.622, -0.199], [-0.281, 0.094, -0.306], [0.550, -0.291, -0.163], [-0.406, 0.098, -0.119], [0.258, -0.176, -0.125], [0.191, 0.045, -0.063], [-1.073, 1.630, -0.763], [0.613, -4.135, -1.602], [0.214, 2.818, 1.879], [0.987, 0.373, 0.375], [-0.357, -0.556, -0.325], [0.138, -0.138, -0.051], [-0.426, -0.132, 0.470], [-0.053, 0.333, -0.020], [0.033, -0.302, 0.070], [-0.589, -2.959, 3.767], [2.037, 2.505, -1.695], [-0.729, 0.385, -1.073], [-0.847, 0.204, -1.098], [0.322, 0.148, -0.062], [-0.368, -0.193, 0.158], [0.135, 0.337, 0.082], [-0.114, -0.157, 0.108], [0.077, -0.222, 0.034], [1.188, 0.535, -1.043], [-1.201, 1.464, 0.155], [-1.369, -1.121, -0.717], [1.089, 1.403, 2.016], [0.920, -0.099, -0.801], [1.022, -2.565, 0.178], [0.103, 1.668, -0.196], [-0.369, -0.436, -0.201], [-0.006, 0.371, 0.678], [0.137, -0.497, 0.502], [0.088, -0.503, 0.339], [0.338, 0.010, -0.245], [-0.591, 0.874, -0.336], [0.358, -0.533, -0.053], [0.139, -0.129, 0.016], [-0.544, -0.229, 0.126], [-0.249, 0.491, 0.269], [-0.923, -0.151, 0.242], [-0.147, -0.178, -0.454], [0.086, 0.015, 0.092], [0.442, -0.290, -0.490], [-0.521, -0.114, -0.083], [-0.903, -0.303, -0.316], [0.434, -0.033, -0.539], [0.839, 0.230, 0.832], [0.734, 0.566, 0.318], [0.316, -1.467, -0.662], [-1.283, 0.531, -1.464], [0.013, 0.255, 1.065], [-0.081, 0.282, 0.185], [0.035, -0.196, -0.042], [0.145, 0.052, 0.554], [-0.633, 0.105, 0.067], [0.112, -0.104, -0.809], [-0.031, 0.745, -0.554], [0.182, 0.035, 0.699], [0.102, -0.046, -0.084], [0.078, 0.001, 0.324], [-0.410, 0.176, 0.011], [0.183, -0.500, 0.317], [-0.090, 0.178, 0.008], [-0.104, 0.210, 0.249], [0.414, -0.215, -0.528], [0.082, -0.379, 0.005]]
}

2.
{
  "formula": "C4H5NO",
  "method": "ωB97M-V/def2-TZVPD",
  "homo_lumo_gap_ev": 11.015,
  "lumo_ev": 0.517,
  "smiles": "CC(=O)CC#N",
  "e_homo_ev": -10.5,
  "de_lowest_kcal_mol": 10.45,
  "species": ["C", "C", "O", "C", "C", "N", "H", "H", "H", "H", "H"],
  "positions_angstrom": [[0.7940, -0.4024, -1.4233], [0.5236, 0.2344, -0.0871], [1.3484, 0.8878, 0.5027], [-0.8849, 0.0483, 0.4846], [-0.9503, 0.3962, 1.9003], [-1.0449, 0.6713, 3.0176], [1.8457, -0.2631, -1.6728], [0.1791, 0.0692, -2.1968], [0.5479, -1.4691, -1.4061], [-1.2599, -0.9699, 0.3344], [-1.5647, 0.7158, -0.0574]],
  "forces_ev_per_a": [[0.062, -0.040, -0.083], [0.352, 0.234, 0.165], [-0.322, -0.284, -0.216], [-0.111, 0.024, 0.054], [-0.193, 0.242, 1.022], [0.110, -0.270, -0.984], [-0.115, -0.037, 0.011], [-0.008, -0.059, 0.089], [0.015, 0.138, -0.003], [0.138, 0.125, -0.001], [0.072, -0.072, -0.055]]
}

3.
{
  "formula": "C9H21ClMgN3O3",
  "method": "ωB97M-V/def2-TZVPD",
  "homo_lumo_gap_ev": 1.648,
  "charge": 1,
  "lumo_ev": -8.720,
  "e_homo_ev": -10.4,
  "de_lowest_kcal_mol": 233.56,
  "species": ["Mg", "Cl", "C", "O", "N", "C", "C", "H", "H", "H", "H", "H", "H", "H", "C", "O", "N", "C", "C", "H", "H", "H", "H", "H", "H", "H", "C", "O", "N", "C", "C", "H", "H", "H", "H", "H", "H", "H"],
  "positions_angstrom": [[3.2668, 3.2601, 0.7115], [0.3014, 1.1586, -0.3973], [-4.5917, -2.4287, -3.7890], [-4.6366, -1.9051, -4.9293], [-5.0293, -3.7027, -3.5984], [-4.8906, -4.2253, -2.2966], [-5.5721, -4.6052, -4.6061], [-4.2221, -1.8584, -2.9229], [-5.8126, -4.6075, -1.8585], [-4.4506, -3.5308, -1.5809], [-4.2143, -5.0799, -2.3154], [-6.6612, -4.5613, -4.6146], [-5.0608, -4.5345, -5.5662], [-5.4122, -5.6247, -4.2550], [6.5305, -0.8071, -1.6217], [5.7927, 0.1811, -1.5861], [6.1301, -1.9836, -2.1845], [6.6893, -3.3475, -1.9202], [4.9613, -2.0384, -3.0766], [7.4116, -0.9213, -0.9714], [7.2997, -3.2102, -1.0276], [7.2949, -3.6005, -2.7904], [5.8072, -3.9155, -1.6246], [4.0875, -2.6535, -2.8618], [4.5371, -1.0478, -3.2402], [5.2599, -2.2743, -4.0980], [-0.0466, 6.1173, 4.8932], [0.6390, 5.5115, 4.0688], [-0.9633, 5.6089, 5.7659], [-1.7098, 4.3607, 5.5327], [-1.5810, 6.5882, 6.6978], [-0.0177, 7.2044, 5.0655], [-2.6864, 4.5362, 5.0817], [-1.9099, 3.7510, 6.4138], [-1.1621, 3.8231, 4.7586], [-1.0619, 7.5463, 6.6693], [-2.6219, 6.6608, 6.3825], [-1.6941, 6.1561, 7.6921]],
  "forces_ev_per_a": [[-1.337, -1.021, -0.511], [1.324, 0.943, 0.502], [-0.927, 0.489, -4.274], [0.331, -0.710, 2.528], [0.461, 1.154, 0.443], [0.395, -1.329, 1.454], [0.179, -0.316, 0.524], [-0.084, -0.477, 0.082], [-0.308, 0.173, -0.096], [-0.149, 0.263, -0.249], [0.160, -0.227, 0.049], [-0.029, 0.539, -0.627], [-0.438, 0.482, 0.030], [0.410, -0.045, 0.141], [-2.279, -1.158, 1.007], [1.112, 0.142, -0.326], [-0.799, -0.549, -0.609], [0.028, 2.733, 0.587], [0.001, 1.555, -1.118], [0.267, 0.176, -0.419], [0.327, -0.453, -0.107], [-0.343, -0.844, 0.229], [0.470, -0.654, -0.534], [0.523, -0.443, 0.856], [0.209, 0.207, 0.546], [0.366, -0.541, 0.034], [0.009, -0.821, 0.083], [-0.825, 0.428, 0.547], [-0.389, 0.406, 0.327], [0.533, 0.236, -0.770], [-0.854, -1.376, -0.761], [0.684, 0.026, -0.340], [-0.161, 0.533, 0.059], [0.563, 0.166, 0.134], [0.130, -0.298, 0.366], [-0.143, -0.231, 0.211], [-0.130, 0.686, -0.155], [0.713, 0.153, 0.155]]
}

4.
{
  "formula": "C13H28N3P2PbS",
  "method": "ωB97M-V/def2-TZVPD",
  "homo_lumo_gap_ev": 7.895,
  "charge": 1,
  "lumo_ev": -3.042,
  "e_homo_ev": -10.9,
  "species": ["Pb", "C", "P", "C", "C", "C", "P", "C", "C", "H", "H", "H", "H", "H", "H", "H", "H", "H", "H", "H", "H", "H", "H", "H", "H", "S", "C", "N", "C", "C", "N", "C", "C", "N", "C", "C", "H", "H", "H", "H", "H", "H", "H", "H", "H", "H", "H", "H"],
  "positions_angstrom": [[0.5877, -0.8268, -0.9642], [4.9523, -1.2125, -1.1245], [3.5128, -0.1891, -0.6753], [3.9417, 1.4369, -1.3796], [3.7634, 0.0704, 1.1255], [2.5838, 0.7909, 1.7762], [1.0016, -0.1324, 1.7256], [1.2166, -1.4952, 2.9092], [-0.1201, 1.0266, 2.5608], [5.8714, -0.7225, -0.7999], [4.9850, -1.3444, -2.2054], [4.8864, -2.1967, -0.6615], [4.9275, 1.7517, -1.0335], [3.1991, 2.1878, -1.1105], [3.9564, 1.3569, -2.4670], [4.6810, 0.6446, 1.2735], [3.9238, -0.9100, 1.5821], [2.3856, 1.7461, 1.2800], [2.7955, 1.0130, 2.8253], [1.5179, -1.1102, 3.8848], [1.9618, -2.2085, 2.5575], [0.2673, -2.0213, 3.0147], [0.3786, 1.4145, 3.4504], [-1.0388, 0.5236, 2.8581], [-0.3653, 1.8570, 1.8968], [0.0858, 3.9993, -0.3199], [0.3329, 2.4873, -0.7554], [0.5348, 1.3582, -1.0437], [-2.5734, 0.1285, 0.2502], [-4.1226, 0.2187, 0.1807], [-4.6044, -0.4003, -1.0512], [-4.0368, 0.3043, -2.2005], [-2.4851, 0.2530, -2.1445], [-2.0595, -0.5307, -0.9657], [-2.6321, -1.8877, -1.0529], [-4.1832, -1.7982, -1.0855], [-2.2484, -0.4612, 1.1116], [-2.1106, 1.1152, 0.3158], [-4.4529, 1.2572, 0.1999], [-4.5833, -0.2903, 1.0276], [-4.3928, 1.3340, -2.1883], [-4.4114, -0.1636, -3.1105], [-2.0448, 1.2468, -2.0595], [-2.0667, -0.2219, -3.0351], [-2.2781, -2.4629, -0.1928], [-2.2373, -2.3627, -1.9538], [-4.6249, -2.3160, -0.2342], [-4.5785, -2.2571, -1.9914]],
  "forces_ev_per_a": [[-0.220, -0.462, -0.102], [-0.028, 0.021, 0.005], [-0.002, 0.147, 0.022], [-0.008, -0.054, -0.021], [-0.016, -0.009, 0.003], [-0.025, 0.021, -0.049], [0.135, -0.020, 0.045], [-0.049, 0.028, 0.032], [-0.037, -0.035, -0.076], [0.029, -0.036, -0.011], [0.006, 0.002, -0.002], [-0.013, 0.008, 0.005], [0.001, 0.015, -0.013], [0.003, -0.037, 0.015], [-0.001, 0.031, 0.002], [0.014, -0.005, 0.035], [0.002, 0.006, 0.028], [0.031, 0.022, 0.021], [0.004, 0.009, 0.009], [0.007, -0.025, 0.002], [0.003, 0.021, -0.011], [0.021, -0.025, 0.030], [-0.030, 0.010, 0.014], [0.005, 0.006, -0.001], [0.041, 0.001, 0.022], [-0.015, 0.000, -0.005], [0.024, -0.034, 0.142], [0.020, 0.344, -0.193], [-0.043, 0.015, -0.019], [0.021, 0.000, -0.042], [0.059, -0.007, -0.003], [0.043, -0.045, 0.051], [0.001, 0.004, -0.018], [0.099, 0.051, 0.134], [-0.041, 0.003, -0.018], [0.041, 0.045, -0.030], [-0.010, -0.007, -0.008], [-0.012, -0.002, 0.003], [-0.003, 0.007, -0.008], [-0.006, -0.006, 0.010], [-0.001, 0.012, 0.009], [-0.010, -0.008, -0.010], [-0.011, 0.003, 0.000], [-0.002, -0.004, -0.010], [-0.014, 0.000, 0.007], [-0.004, -0.007, -0.007], [0.000, 0.000, 0.019], [-0.008, -0.007, -0.007]]
}

5.
{
  "formula": "C3H5NOS",
  "method": "ωB97M-V/def2-TZVPD",
  "homo_lumo_gap_ev": 8.351,
  "lumo_ev": 0.327,
  "smiles": "O=[S@@H]1=CN=CC1",
  "e_homo_ev": -8.0,
  "de_lowest_kcal_mol": 113.50,
  "species": ["C", "C", "C", "N", "O", "S", "H", "H", "H", "H", "H"],
  "positions_angstrom": [[1.3466, 0.3500, -0.3468], [-0.1766, -1.2626, -0.8645], [0.2706, 0.8780, 0.5883], [1.0488, -0.6991, -1.0159], [-1.8047, -0.9184, 1.4849], [-1.0552, -0.4124, 0.3109], [2.4419, 0.7160, -0.3750], [-0.4979, -2.2638, -1.1856], [0.4673, 1.3832, 1.6009], [-0.1545, 1.6781, -0.0057], [-1.8865, 0.5508, -0.1915]],
  "forces_ev_per_a": [[2.320, -0.079, 0.730], [-1.512, 0.056, 0.944], [0.431, 0.662, -0.725], [0.833, 0.199, -0.204], [0.786, -0.025, -1.487], [-0.185, 0.735, 1.787], [-2.071, -0.450, 0.169], [0.327, 0.799, 0.144], [-0.186, -1.565, -1.236], [-0.394, 0.345, -0.012], [-0.348, -0.677, -0.111]]
}

6.
{
  "formula": "CH3IO3S",
  "method": "ωB97M-V/def2-TZVPD",
  "homo_lumo_gap_ev": [6.547, 7.159],
  "s2": 2.0127,
  "multiplicity": 3,
  "lumo_ev": [-0.504, -2.781],
  "e_homo_ev": [-7.1, -9.9],
  "de_lowest_kcal_mol": 81.49,
  "species": ["C", "O", "O", "O", "S", "I", "H", "H", "H"],
  "positions_angstrom": [[-0.9839, 0.3464, -0.0580], [-0.7225, -2.1267, 0.1061], [1.1195, -0.7030, 1.0280], [2.0480, 1.1250, -1.1247], [0.0973, -1.0631, -0.3837], [2.3557, 0.7292, 0.6298], [-1.4816, 0.6057, -1.0099], [-1.7578, -0.1820, 0.4208], [-0.6746, 1.2684, 0.3916]],
  "forces_ev_per_a": [[-0.646, 0.269, -2.329], [-1.034, -1.950, -0.111], [-2.982, -2.514, -1.846], [-0.778, -0.771, 0.315], [1.181, 1.363, 1.751], [4.067, 3.746, 0.365], [0.499, 0.032, 0.011], [-0.871, -0.281, 1.408], [0.564, 0.106, 0.434]]
}